No. 1
The ion C5H8N with charge +1 at a distorted geometry. Source: the Open Molecules 2025 dataset; level of theory: the ωB97M-V functional and the def2-TZVPD basis.

Each line ends with the Mulliken charge.
Positions of all 14 atoms, in Å:
1 C 0.395 1.661 0.005  -0.390
2 C 0.969 0.509 0.099  0.434
3 C -1.691 -0.031 0.704  -0.334
4 C -1.552 -0.197 -0.795  -0.317
5 C 2.092 -0.429 -0.037  -0.916
6 N -0.534 0.521 -0.002  0.150
7 H 0.575 2.724 0.289  0.343
8 H -2.559 0.670 1.118  0.252
9 H -1.425 -0.840 1.337  0.284
10 H -1.425 -1.273 -1.145  0.251
11 H -2.080 0.414 -1.597  0.266
12 H 2.265 -0.993 0.855  0.349
13 H 2.996 0.202 -0.030  0.296
14 H 2.146 -1.281 -0.734  0.333

The multiplicity is 3. The LUMO energy (spin up / spin down) comes out at -2.822 / -7.484 eV. As for the charge: +1.

No. 2
A structure of composition C2H4OS2 at a distorted geometry. Source: the Open Molecules 2025 dataset; level of theory: the ωB97M-V functional and the def2-TZVPD basis.

Each line ends with the Mulliken charge.
Positions of all 9 atoms, in Å:
1 C -0.518 -0.156 -0.265  0.369
2 C 1.163 0.479 0.514  -0.917
3 O -0.225 -1.059 -1.197  -0.442
4 S -1.809 1.064 -0.409  -0.169
5 S -1.754 -0.454 1.010  -0.186
6 H 1.638 -0.414 0.874  0.314
7 H 0.849 1.171 1.276  0.346
8 H 1.656 0.941 -0.326  0.316
9 H -1.001 -1.571 -1.476  0.367

The LUMO energy comes out at 0.052 eV.

No. 3
The ion C26H38F6N3O6 with charge +1 at a distorted geometry. Source: the Open Molecules 2025 dataset; level of theory: the ωB97M-V functional and the def2-TZVPD basis.

Each line ends with the Mulliken charge.
Positions of all 79 atoms, in Å:
1 C 6.891 -2.364 1.410  -0.646
2 O 5.707 -2.225 0.500  -0.375
3 C 5.465 -0.771 0.360  -0.496
4 C 4.380 -0.162 1.439  -0.301
5 C 3.536 -1.305 2.268  -0.500
6 C 2.228 -1.707 1.333  -0.191
7 C 1.624 -3.198 1.716  -0.593
8 C 0.176 -3.079 2.541  -0.024
9 C -0.844 -4.355 2.189  -0.666
10 C -1.675 -4.156 0.789  -0.421
11 C -3.142 -3.442 0.957  -0.679
12 C -3.055 -1.787 1.170  -0.077
13 C -4.241 -1.000 0.356  -0.830
14 C -3.770 0.376 -0.401  0.144
15 C -3.359 0.683 -1.970  0.188
16 O -3.437 -0.420 -2.940  -0.296
17 C -2.343 -1.413 -2.716  0.476
18 N -1.189 -2.023 -2.885  -0.425
19 N -2.969 2.111 -2.278  0.436
20 C -2.572 2.822 -3.549  -0.041
21 O -3.070 4.079 -3.719  -0.407
22 C -1.587 2.269 -4.733  0.769
23 F -2.018 2.977 -5.996  -0.251
24 F -1.700 0.822 -5.029  -0.231
25 C 0.009 2.686 -4.538  0.558
26 F 0.142 3.863 -3.603  -0.262
27 F 0.487 3.212 -5.871  -0.247
28 C 0.971 1.442 -4.076  0.682
29 F 0.412 0.612 -2.983  -0.203
30 F 2.236 2.054 -3.533  -0.275
31 C 1.436 0.434 -5.282  0.259
32 O 2.142 0.769 -6.368  -0.435
33 O 1.041 -1.008 -5.182  -0.411
34 C -3.132 2.760 -0.886  -0.300
35 N -3.596 1.781 0.214  0.224
36 C -3.874 2.163 1.651  -1.005
37 C -2.558 2.232 2.624  -0.168
38 C -1.773 3.638 2.267  -0.671
39 C -0.460 3.345 1.316  -0.229
40 O 0.783 3.137 2.109  -0.370
41 C 1.968 3.625 1.360  -0.445
42 H 6.841 -3.376 2.032  0.241
43 H 7.837 -2.368 0.687  0.259
44 H 6.921 -1.500 2.202  0.297
45 H 6.473 -0.174 0.519  0.333
46 H 5.047 -0.582 -0.718  0.243
47 H 4.887 0.621 2.174  0.329
48 H 3.585 0.457 0.820  0.056
49 H 3.113 -0.767 3.238  0.274
50 H 4.173 -2.228 2.613  0.296
51 H 1.393 -0.913 1.553  0.037
52 H 2.486 -1.624 0.192  0.188
53 H 2.351 -3.794 2.442  0.316
54 H 1.477 -3.786 0.691  0.249
55 H -0.347 -2.042 2.303  -0.271
56 H 0.434 -3.188 3.688  0.319
57 H -0.172 -5.334 2.152  0.306
58 H -1.636 -4.422 3.078  0.312
59 H -1.875 -5.255 0.366  0.331
60 H -1.002 -3.592 0.003  0.095
61 H -3.722 -3.927 1.876  0.289
62 H -3.776 -3.724 -0.013  0.341
63 H -1.959 -1.402 0.894  0.088
64 H -3.148 -1.639 2.351  0.341
65 H -4.750 -1.777 -0.372  0.441
66 H -5.060 -0.695 1.166  0.321
67 H 0.051 -1.046 -5.031  0.334
68 H -2.975 3.882 -0.590  0.407
69 H -4.366 3.248 1.637  0.431
70 H -4.702 1.440 2.087  0.373
71 H -1.823 1.338 2.445  0.085
72 H -2.939 2.221 3.756  0.362
73 H -2.485 4.379 1.702  0.296
74 H -1.413 4.126 3.280  0.346
75 H -0.346 4.297 0.606  0.307
76 H -0.708 2.445 0.596  0.133
77 H 2.000 4.810 1.410  0.287
78 H 1.954 3.258 0.234  0.155
79 H 2.911 3.155 1.901  0.189

The LUMO energy comes out at -5.911 eV. As for the structure (SMILES): COCCCCCCCCCCCc1c(OC#N)n(C(=O)C(F)(F)C(F)(F)C(F)(F)C(=O)O)c[n+]1CCCCOC. As for the charge: +1.

Molecular weight
In order: 82.1, 108.2, 602.6
Unit: g/mol
Relative energy (zero: lowest compared OMol25 entry of this formula, charge and spin)
In order: 131.4, 38.1, 460.8
Unit: kcal per mole